(1)
Entry from the OMol25 dataset: C37H31CdCl5N8OP2 as an isolated structure (the ωB97M-V functional and the def2-TZVPD basis).

```
85
Properties=species:S:1:pos:R:3:mulliken_charge:R:1
Cd -0.124 -0.084 -0.093 3.86
C 1.812 5.160 1.928 -0.83
N 1.797 3.726 1.676 0.17
C 2.794 2.855 2.018 -0.82
C 2.366 1.617 1.630 -0.40
N 1.126 1.717 1.071 0.44
C 0.804 2.999 1.097 -0.56
P -0.735 3.770 0.534 -0.57
C -1.853 2.923 1.699 0.03
N -1.492 2.085 2.655 -0.27
C -2.629 1.839 3.379 -0.85
C -3.680 2.539 2.860 -0.20
N -3.174 3.245 1.803 0.35
C -3.936 4.081 0.895 -0.75
C -0.926 2.957 -1.085 0.23
N -0.407 1.796 -1.458 0.12
C -0.602 1.673 -2.805 -0.51
C -1.253 2.783 -3.256 -1.06
N -1.444 3.597 -2.172 0.29
C -2.085 4.900 -2.230 -0.96
H 2.793 5.426 2.311 0.32
H 1.058 5.430 2.664 0.31
H 1.631 5.709 1.007 0.32
H 3.702 3.192 2.488 0.40
H 2.888 0.677 1.692 0.18
H -2.626 1.183 4.235 0.48
H -4.724 2.590 3.123 0.46
H -4.796 4.487 1.422 0.37
H -4.283 3.503 0.038 0.15
H -3.315 4.910 0.560 0.35
H -0.234 0.812 -3.341 0.49
H -1.586 3.071 -4.240 0.56
H -1.820 5.379 -3.169 0.37
H -1.729 5.518 -1.409 0.35
H -3.168 4.802 -2.172 0.28
Cl -6.429 1.179 -3.889 -0.21
C -4.980 0.533 -3.211 0.24
C -4.728 0.634 -1.850 0.02
Cl -5.887 1.399 -0.815 -0.17
C -3.557 0.119 -1.312 0.86
Cl -3.224 0.257 0.386 -0.09
C -2.571 -0.527 -2.091 -1.60
O -1.471 -0.969 -1.616 -0.76
C -2.872 -0.634 -3.479 0.61
Cl -1.692 -1.408 -4.459 -0.16
C -4.034 -0.114 -4.019 0.16
Cl -4.325 -0.242 -5.714 -0.19
N -0.434 -0.878 2.066 -0.83
C 0.249 -2.137 2.366 0.10
C -0.078 -2.759 3.575 -0.37
C 0.492 -3.966 3.928 -0.74
C 1.402 -4.563 3.061 -0.83
C 1.718 -3.940 1.869 -0.01
C 1.160 -2.714 1.481 -0.90
P 1.625 -1.939 -0.225 0.92
C 1.190 -3.462 -1.121 0.51
C -0.155 -3.809 -1.203 -0.41
C -0.535 -4.975 -1.849 -0.85
C 0.424 -5.811 -2.405 -0.58
C 1.765 -5.468 -2.324 -0.70
C 2.147 -4.293 -1.691 -0.21
C 3.419 -1.804 0.163 0.79
C 3.829 -1.634 1.488 -0.66
C 5.168 -1.477 1.814 -0.58
C 6.139 -1.520 0.825 -0.61
C 5.752 -1.711 -0.491 -0.86
C 4.408 -1.843 -0.820 -0.64
H -0.099 -0.102 2.630 0.38
H -1.422 -0.973 2.272 0.25
H -0.792 -2.278 4.234 0.49
H 0.228 -4.440 4.865 0.38
H 1.857 -5.512 3.313 0.44
H 2.423 -4.424 1.202 0.42
H -0.912 -3.154 -0.792 0.17
H -1.586 -5.227 -1.923 0.42
H 0.124 -6.724 -2.905 0.38
H 2.518 -6.112 -2.762 0.43
H 3.195 -4.028 -1.647 0.32
H 3.107 -1.635 2.294 0.42
H 5.451 -1.338 2.851 0.43
H 7.187 -1.412 1.077 0.39
H 6.491 -1.752 -1.281 0.41
H 4.133 -1.950 -1.858 0.40
N 1.968 -0.289 -3.120 -0.90
C 2.061 -1.040 -2.239 0.37
```

The orbital gap comes out at 7.7 eV. The HOMO energy comes out at -7.5 eV.



(2)
Entry from the OMol25 dataset: C15H26P2SZn as an isolated structure (the ωB97M-V functional and the def2-TZVPD basis).

```
45
Properties=species:S:1:pos:R:3:nbo_charge:R:1
Zn 0.874 -0.104 0.791 1.23
C -2.728 -2.775 -0.619 -0.92
P -1.225 -1.673 -0.440 0.81
C 0.067 -2.979 -0.763 -0.95
C -1.277 -0.826 -2.055 -0.30
C -1.318 -1.520 -3.263 -0.22
C -1.451 -0.855 -4.469 -0.28
C -1.547 0.538 -4.462 -0.20
C -1.466 1.239 -3.280 -0.25
C -1.292 0.587 -2.048 -0.26
P -1.115 1.476 -0.455 0.74
C -1.303 3.287 -0.872 -0.95
C -3.147 1.367 -0.228 -1.03
H -2.750 -3.266 -1.592 0.20
H -3.625 -2.163 -0.505 0.23
H -2.712 -3.528 0.172 0.21
H -0.272 -3.738 -1.472 0.19
H 0.328 -3.453 0.185 0.23
H 0.958 -2.486 -1.156 0.25
H -1.246 -2.604 -3.269 0.18
H -1.485 -1.407 -5.402 0.18
H -1.669 1.069 -5.401 0.18
H -1.497 2.321 -3.297 0.20
H -0.434 3.640 -1.421 0.24
H -1.350 3.820 0.083 0.22
H -2.224 3.497 -1.423 0.19
H -3.716 1.663 -1.121 0.17
H -3.484 1.982 0.617 0.19
H -3.408 0.325 0.001 0.18
C 3.713 -0.808 2.564 -0.61
C 2.701 0.215 3.095 -0.12
C 3.107 1.601 2.556 -0.63
C 2.846 0.261 4.631 -0.62
C 1.263 -0.235 2.783 -1.32
H 4.727 -0.613 2.944 0.16
H 3.740 -0.769 1.471 0.20
H 3.409 -1.815 2.862 0.20
H 4.155 1.842 2.800 0.15
H 2.465 2.377 2.982 0.19
H 2.984 1.641 1.471 0.23
H 3.872 0.522 4.942 0.15
H 2.587 -0.711 5.055 0.20
H 2.163 1.005 5.049 0.19
H 0.598 0.599 3.093 0.14
S 1.181 1.457 -1.130 -1.19
```

The orbital gap comes out at 3.8 eV. The HOMO energy comes out at 1.2 eV. Its total charge is -2.



(3)
Entry from the OMol25 dataset: one molecule with the formula C10H26BClNO2P (the ωB97M-V functional and the def2-TZVPD basis).

```
42
Properties=species:S:1:pos:R:3:nbo_charge:R:1
C 3.056 -2.052 0.786 -0.65
C 2.639 -1.479 -0.692 -0.42
C 1.320 -2.186 -1.365 -0.42
C -0.013 -2.223 -0.417 -0.70
P -1.327 -0.870 -0.838 1.08
Cl -2.326 -2.365 -2.015 -0.45
C -2.889 -0.869 0.295 -0.71
C -2.550 -1.126 1.880 -0.64
C -0.383 0.378 0.241 -0.82
C -1.112 1.820 0.482 -0.43
C -0.280 2.553 1.736 -0.43
C 1.312 2.777 1.352 -0.23
N 1.499 3.450 0.001 -0.87
B -1.326 0.237 -2.396 0.96
O -0.543 -0.158 -3.621 -0.94
O -2.104 1.514 -2.558 -0.93
H 4.028 -2.717 0.803 0.22
H 3.315 -1.099 1.456 0.21
H 2.218 -2.643 1.349 0.21
H 3.554 -1.734 -1.416 0.22
H 2.596 -0.301 -0.649 0.20
H 1.621 -3.325 -1.558 0.23
H 1.174 -1.712 -2.425 0.23
H -0.557 -3.262 -0.613 0.26
H 0.188 -2.143 0.734 0.23
H -3.619 -1.752 -0.036 0.27
H -3.517 0.122 0.201 0.25
H -1.554 -1.765 2.038 0.21
H -3.418 -1.745 2.388 0.23
H -2.463 -0.118 2.507 0.22
H 0.641 0.613 -0.327 0.21
H -0.045 -0.045 1.300 0.24
H -2.224 1.778 0.838 0.22
H -0.938 2.526 -0.454 0.21
H -0.276 1.866 2.712 0.21
H -0.778 3.609 1.977 0.21
H 1.902 3.360 2.191 0.20
H 1.849 1.714 1.266 0.19
H 0.792 4.204 -0.166 0.36
H 1.530 2.757 -0.783 0.36
H 0.391 0.190 -3.514 0.49
H -1.381 2.224 -2.690 0.49
```

The orbital gap comes out at 9.0 eV. The HOMO energy comes out at -9.0 eV.



(4)
Entry from the OMol25 dataset: a 11-piece molecular cluster, C51H103FIN5O12P overall (the ωB97M-V functional and the def2-TZVPD basis).

```
174
Properties=species:S:1:pos:R:3:mulliken_charge:R:1
C 0.314 2.287 0.379 -0.24
C 1.429 3.309 -0.149 -0.19
O 1.960 4.037 0.737 -0.53
N 1.871 3.527 -1.527 -0.14
C 0.893 4.086 -2.470 -0.82
N 2.807 2.661 -2.019 0.61
C 4.262 3.100 -1.876 -0.89
C 4.896 2.337 -0.621 0.21
C 6.292 2.934 -0.098 -0.33
C 7.228 1.719 0.440 -0.50
O 8.010 2.181 1.589 -0.50
C 2.599 1.476 -2.596 0.32
N 3.728 0.697 -3.104 0.07
C 3.639 -0.747 -2.788 -0.30
F 4.022 -1.086 -1.451 -0.39
C 2.199 -1.382 -3.199 0.19
P 2.246 -3.190 -2.538 0.59
N 1.063 -4.083 -3.165 -0.76
C 1.123 -0.482 -2.406 -1.09
I -0.920 -1.184 -2.836 0.16
N 1.252 0.966 -2.740 -0.06
H 0.876 1.388 0.828 0.05
H -0.191 2.808 1.274 0.45
H -0.463 1.982 -0.395 -0.01
H 1.308 4.130 -3.545 0.33
H -0.066 3.439 -2.547 0.31
H 0.545 5.136 -2.203 0.33
H 4.251 4.223 -1.606 0.33
H 4.848 3.020 -2.845 0.37
H 5.067 1.232 -0.905 -0.13
H 4.143 2.300 0.253 0.15
H 6.067 3.577 0.815 0.06
H 6.814 3.477 -0.951 0.39
H 6.628 0.793 0.733 0.31
H 7.952 1.382 -0.392 0.23
H 7.840 1.564 2.334 0.32
H 3.933 0.883 -4.093 0.33
H 4.395 -1.272 -3.484 0.43
H 2.035 -1.399 -4.328 0.30
H 2.233 -3.161 -1.097 0.05
H 3.480 -3.816 -2.922 0.04
H 1.493 -4.862 -3.702 0.24
H 1.296 -0.719 -1.287 0.53
H 0.562 1.447 -2.147 0.11
C -4.933 1.007 0.001 -0.11
C -5.064 2.509 0.120 -0.51
C -4.168 2.811 1.303 -0.35
O -3.126 1.821 1.300 -0.42
C -3.481 0.786 0.372 -0.29
H -5.183 0.621 -0.989 0.42
H -5.584 0.519 0.734 -0.14
H -4.668 2.989 -0.782 0.26
H -6.090 2.851 0.264 0.38
H -4.713 2.720 2.249 0.14
H -3.726 3.809 1.250 0.25
H -2.827 0.884 -0.504 0.00
H -3.308 -0.192 0.828 0.34
C 6.922 -6.164 -0.339 -0.24
C 7.573 -5.699 -1.622 -0.66
C 6.428 -5.798 -2.611 -0.43
O 5.220 -5.558 -1.873 -0.31
C 5.524 -5.595 -0.470 -0.46
H 7.437 -5.826 0.562 0.22
H 6.881 -7.258 -0.319 0.16
H 7.891 -4.656 -1.521 0.28
H 8.441 -6.292 -1.916 0.34
H 6.362 -6.801 -3.045 0.27
H 6.511 -5.072 -3.423 0.29
H 5.476 -4.568 -0.090 0.25
H 4.775 -6.195 0.052 0.30
C -8.669 -1.265 4.260 -0.54
C -7.270 -1.227 4.834 -0.51
C -6.417 -1.195 3.581 -0.16
O -7.181 -0.518 2.574 -0.35
C -8.533 -0.380 3.037 -0.33
H -9.438 -0.918 4.952 0.35
H -8.918 -2.287 3.956 0.25
H -7.129 -0.303 5.405 0.22
H -7.039 -2.070 5.486 0.36
H -6.206 -2.207 3.218 0.28
H -5.467 -0.675 3.734 0.01
H -8.695 0.674 3.289 0.11
H -9.224 -0.657 2.238 0.29
C -6.320 7.009 2.759 -0.41
C -6.342 8.133 1.747 -0.60
C -5.570 7.530 0.589 -0.54
O -5.805 6.116 0.625 -0.40
C -6.434 5.785 1.874 0.39
H -7.115 7.071 3.501 0.17
H -5.359 7.001 3.285 0.29
H -7.374 8.338 1.442 0.27
H -5.904 9.063 2.113 0.36
H -4.493 7.694 0.701 0.28
H -5.884 7.930 -0.378 0.28
H -7.481 5.541 1.667 0.16
H -5.951 4.907 2.308 -0.24
C 7.851 -7.077 4.589 -0.52
C 7.390 -8.452 4.158 -0.54
C 7.699 -8.437 2.674 -0.26
O 8.837 -7.583 2.495 -0.40
C 9.071 -6.866 3.715 -0.40
H 8.072 -7.002 5.655 0.34
H 7.083 -6.335 4.345 0.25
H 7.992 -9.218 4.657 0.26
H 6.339 -8.652 4.373 0.32
H 6.868 -8.013 2.100 0.09
H 7.921 -9.432 2.282 0.30
H 9.970 -7.283 4.181 0.30
H 9.252 -5.812 3.492 0.26
C -9.622 4.308 5.818 -0.49
C -8.224 4.346 6.392 -0.59
C -7.369 4.379 5.141 -0.22
O -8.132 5.058 4.134 -0.25
C -9.484 5.195 4.596 -0.59
H -10.391 4.654 6.510 0.33
H -9.871 3.286 5.512 0.20
H -8.083 5.268 6.966 0.27
H -7.993 3.501 7.043 0.35
H -7.158 3.368 4.776 0.15
H -6.420 4.899 5.295 0.22
H -9.647 6.248 4.850 0.30
H -10.176 4.919 3.797 0.31
C 0.101 -6.430 -8.028 -0.64
C -0.046 -4.928 -7.923 -0.19
C 0.842 -4.607 -6.737 -0.26
O 1.891 -5.584 -6.726 -0.43
C 1.555 -6.632 -7.648 -0.53
H -0.140 -6.827 -9.016 0.37
H -0.549 -6.918 -7.295 0.28
H 0.351 -4.452 -8.826 0.18
H -1.075 -4.595 -7.787 0.26
H 0.292 -4.695 -5.794 0.26
H 1.274 -3.604 -6.795 0.12
H 2.211 -6.534 -8.520 0.27
H 1.737 -7.603 -7.183 0.30
C -2.407 -0.794 -9.823 -0.56
C -1.357 -0.554 -8.761 -0.60
C -1.673 -1.643 -7.755 0.07
O -2.218 -2.744 -8.490 -0.35
C -2.512 -2.307 -9.825 -0.46
H -2.146 -0.384 -10.800 0.34
H -3.359 -0.354 -9.510 0.25
H -0.359 -0.714 -9.183 0.28
H -1.389 0.448 -8.329 0.35
H -2.431 -1.313 -7.036 0.24
H -0.789 -1.974 -7.202 -0.11
H -1.770 -2.755 -10.495 0.26
H -3.503 -2.660 -10.117 0.29
C 2.809 5.028 4.020 -0.61
C 3.702 5.870 4.905 -0.57
C 5.048 5.194 4.731 -0.55
O 5.064 4.640 3.408 -0.40
C 3.736 4.689 2.870 0.34
H 1.900 5.539 3.698 0.31
H 2.519 4.113 4.548 0.32
H 3.745 6.894 4.520 0.26
H 3.377 5.911 5.946 0.36
H 5.174 4.371 5.441 0.29
H 5.884 5.887 4.849 0.28
H 3.716 5.469 2.101 0.18
H 3.494 3.734 2.402 -0.16
C -0.917 -0.169 2.827 0.69
C 0.096 -1.293 2.789 -0.53
C 0.107 -1.756 4.233 -0.65
O -1.206 -1.514 4.755 -0.44
C -1.928 -0.690 3.828 -0.36
H -1.358 0.057 1.856 -0.41
H -0.446 0.742 3.211 0.07
H -0.267 -2.098 2.141 0.34
H 1.082 -0.986 2.432 0.31
H 0.818 -1.177 4.831 0.29
H 0.351 -2.817 4.331 0.32
H -2.683 -1.317 3.341 0.17
H -2.437 0.111 4.368 0.27
```

The orbital gap comes out at 6.9 eV. The HOMO energy comes out at -10.6 eV. Its total charge is +1.



(5)
Entry from the OMol25 dataset: a 15-piece molecular cluster, C4H39NO14S overall (the ωB97M-V functional and the def2-TZVPD basis).

```
59
Properties=species:S:1:pos:R:3:nbo_charge:R:1
C -2.805 0.707 -0.667 -0.67
C -1.624 0.306 0.209 -0.06
C -1.780 0.920 1.638 -0.41
C -1.157 -0.101 2.767 -0.59
S -2.224 0.027 4.154 0.00
N -0.374 0.850 -0.352 -0.93
H -3.815 0.736 -0.287 0.21
H -3.086 0.175 -1.600 0.25
H -2.679 1.706 -1.120 0.21
H -1.493 -0.792 0.146 0.18
H -1.369 1.934 1.665 0.20
H -2.855 0.997 1.812 0.22
H -0.858 -1.068 2.253 0.26
H -0.240 0.423 2.938 0.22
H -1.995 1.331 4.209 0.11
H -0.372 0.574 -1.335 0.38
H -0.080 1.788 -0.168 0.41
H -2.432 -3.996 -1.144 0.50
H -1.516 -2.805 -0.572 0.50
O -2.148 -3.505 -0.372 -0.98
H 1.763 -0.064 -2.983 0.48
H 2.024 1.328 -2.259 0.51
O 2.210 0.788 -3.037 -0.96
H 1.046 -1.874 2.350 0.50
H 2.593 -2.207 2.126 0.49
O 1.788 -1.857 1.740 -0.98
H 3.947 -1.068 -0.910 0.47
H 3.322 -0.127 -2.050 0.49
O 3.844 -0.163 -1.210 -0.99
H 1.113 -0.868 -4.907 0.50
H 1.038 -2.266 -4.077 0.50
O 0.571 -1.502 -4.435 -0.98
H -1.811 -0.328 -4.172 0.47
H -0.979 -1.121 -3.294 0.49
O -1.810 -0.631 -3.254 -0.96
H -1.764 3.795 2.718 0.46
H -0.334 4.251 2.331 0.50
O -1.261 4.550 2.407 -0.96
H 4.015 2.571 -0.553 0.50
H 3.911 2.044 0.842 0.48
O 3.374 2.473 0.164 -0.97
H 0.078 -4.235 -0.458 0.47
H -0.408 -5.205 0.402 0.46
O -0.081 -5.190 -0.512 -0.93
H 1.382 -2.257 -0.227 0.50
H 0.421 -1.101 -0.466 0.49
O 0.709 -1.948 -0.852 -1.01
H -2.296 -3.291 1.353 0.50
H -3.031 -2.408 2.362 0.48
O -2.156 -2.539 1.979 -0.99
H 2.477 0.747 1.170 0.48
H 1.237 0.188 1.003 0.49
O 1.691 0.643 1.738 -0.97
H 1.785 3.238 1.311 0.50
H 0.616 2.121 1.793 0.52
O 0.877 3.016 1.527 -1.03
H 1.396 3.118 -0.602 0.50
H 0.574 3.992 -1.747 0.50
O 1.031 3.181 -1.487 -1.00
```

The orbital gap comes out at 8.5 eV. The HOMO energy comes out at -8.6 eV.



(6)
Entry from the OMol25 dataset: a 2-piece molecular cluster, C5H12N5 overall (the ωB97M-V functional and the def2-TZVPD basis).

```
22
Properties=species:S:1:pos:R:3:nbo_charge:R:1
C -0.859 1.068 0.166 -0.08
C -0.102 1.559 1.379 0.25
C -0.259 2.430 0.186 -0.43
C 0.958 -0.233 0.370 0.67
C -0.739 -2.646 -2.962 -0.42
N -0.215 -0.070 -0.314 -0.57
N 1.075 0.675 1.351 -0.58
N -0.673 1.899 2.634 -0.78
N 1.767 -1.211 0.093 -0.76
N -0.557 -2.327 -1.776 -0.52
H -1.925 1.057 0.197 0.25
H 0.743 2.626 -0.257 0.23
H -0.844 3.290 0.159 0.26
H -1.432 -3.493 -3.292 0.30
H -0.370 -2.126 -3.842 0.25
H 1.911 0.709 1.999 0.45
H -0.945 1.005 2.988 0.37
H 0.047 2.356 3.225 0.38
H 1.558 -1.841 -0.703 0.45
H 2.591 -1.445 0.702 0.44
H -0.565 -0.467 -1.170 0.45
H -1.166 -2.816 -1.132 0.40
```

The orbital gap (spin up / spin down) comes out at 6.5 / 7.1 eV. Its multiplicity is 3. The HOMO energy (spin up / spin down) comes out at -9.3 / -13.6 eV. Its total charge is +1.



(7)
Entry from the OMol25 dataset: one molecule with the formula C5H10O (the ωB97M-V functional and the def2-TZVPD basis).

```
16
Properties=species:S:1:pos:R:3:nbo_charge:R:1
O 1.117 1.085 -0.854 -0.72
C -0.282 0.994 -0.544 0.03
C -0.346 0.995 0.941 -0.46
C 0.993 -0.651 0.689 -0.30
C -0.138 -1.382 0.009 -0.46
C -0.775 -0.376 -0.990 -0.41
H 1.519 1.412 -0.033 0.48
H -0.733 1.826 -1.090 0.19
H -0.228 2.014 1.377 0.21
H -1.279 0.593 1.383 0.20
H 1.221 -0.800 1.722 0.19
H 1.931 -0.773 0.092 0.21
H 0.152 -2.301 -0.519 0.22
H -0.839 -1.650 0.799 0.20
H -0.442 -0.547 -2.015 0.21
H -1.871 -0.439 -0.967 0.21
```

The orbital gap comes out at 9.9 eV. The HOMO energy comes out at -9.0 eV.



(8)
Entry from the OMol25 dataset: one molecule with the formula C4H5NO (the ωB97M-V functional and the def2-TZVPD basis).

```
11
Properties=species:S:1:pos:R:3:nbo_charge:R:1
C 0.642 -1.659 -0.242 -0.26
C 0.855 -0.540 -0.655 0.00
C 0.795 0.909 -0.345 -0.30
N -0.318 0.971 0.622 -0.63
C -1.229 -0.006 0.210 0.53
O -1.469 -0.161 -0.971 -0.57
H 0.049 -2.538 -0.124 0.24
H 0.612 1.599 -1.172 0.24
H 1.748 1.153 0.120 0.23
H -0.004 0.935 1.587 0.38
H -1.680 -0.664 0.969 0.13
```

The orbital gap comes out at 10.6 eV. The HOMO energy comes out at -9.7 eV.



Max |F| (computed, Eh/bohr): 0.0125, 0.0304, 0.0897, 0.0994, 0.0823, 0.1476, 0.0291, 0.0295